Density functional theory data (ωB97M-V/def2-TZVPD) for a structure of composition C20H42NOP3Pt.

Its charge is +4. Its multiplicity is 5. The calculation puts the orbital gap (alpha / beta) at 6.22 / 6.15 eV. The HOMO energy (alpha / beta) comes out at -18.9309 / -22.3165 eV.

Each line ends with the Löwdin charge.
CARTESIAN COORDINATES (ANGSTROEM)
Pt (-0.3252, -1.1748, -0.1676)  0.708
P (1.2961, 0.7780, -1.0411)  0.843
P (-1.6564, 0.4449, 0.7668)  0.650
P (-1.3847, -1.1685, -2.2503)  0.683
H (-0.9744, -3.1355, 1.8268)  0.097
C (-0.6135, -3.3810, 0.8117)  -0.082
C (0.5613, -4.1411, 0.7166)  0.058
H (1.2028, -4.4638, 1.5704)  0.127
C (2.8872, 1.2490, -0.2416)  -0.216
C (0.6682, 2.5228, -1.2328)  -0.206
C (1.9310, 0.4334, -2.7418)  -0.206
C (-2.7155, -0.5732, 1.7989)  -0.209
C (-0.8880, 1.6687, 1.8621)  -0.189
C (-2.7774, 1.4908, -0.1841)  -0.193
C (-0.8022, -2.1865, -3.6472)  -0.216
C (-1.6918, 0.4060, -3.1096)  -0.206
C (-2.9836, -1.9065, -1.8595)  -0.220
H (-1.4081, -3.5987, 0.0577)  0.083
H (0.8321, -4.7163, -0.2046)  0.107
H (3.5865, 0.4026, -0.1659)  0.041
H (2.6910, 1.6679, 0.7579)  0.061
H (3.3552, 2.0607, -0.8426)  0.092
H (0.6537, 3.0244, -0.2536)  0.053
H (-0.3264, 2.5686, -1.6920)  0.031
H (1.3841, 3.0547, -1.8831)  0.091
H (2.3714, -0.5749, -2.7743)  0.027
H (2.7090, 1.1783, -2.9797)  0.085
H (1.1126, 0.5232, -3.4704)  0.052
H (-3.4360, 0.1454, 2.2091)  0.085
H (-2.1123, -1.0415, 2.5869)  0.062
H (-3.2162, -1.3455, 1.2001)  0.062
H (-1.7497, 2.0462, 2.4312)  0.093
H (-0.4362, 2.4870, 1.2853)  0.046
H (-0.1518, 1.2119, 2.5359)  0.028
H (-3.6003, 1.6144, 0.5368)  0.086
H (-3.1520, 1.0413, -1.1112)  0.027
H (-2.2749, 2.4508, -0.3821)  0.074
H (-1.4021, -1.9041, -4.5182)  0.087
H (-0.9615, -3.2417, -3.4172)  0.067
H (0.2499, -2.0176, -3.8814)  0.043
H (-1.4912, 0.2474, -4.1732)  0.079
H (-1.0617, 1.2315, -2.7725)  0.012
H (-2.7420, 0.6844, -3.0067)  0.070
H (-3.4439, -2.1970, -2.8091)  0.091
H (-3.6227, -1.1961, -1.3283)  0.055
H (-2.8438, -2.7945, -1.2341)  0.044
C (4.3461, -2.4848, -1.1898)  -0.174
C (3.2417, -2.3311, -0.3557)  0.030
C (2.0284, -2.5932, -0.9066)  -0.197
C (1.7965, -3.1862, -2.1070)  -0.040
C (2.8887, -3.2964, -2.9784)  0.029
C (4.1534, -2.8510, -2.5604)  0.106
O (5.5925, -2.1937, -0.6916)  0.222
H (6.2098, -1.9610, -1.4183)  0.177
H (3.3459, -1.9333, 0.6246)  0.129
H (1.2050, -2.1587, -0.2265)  -0.040
H (0.8360, -3.5608, -2.4482)  0.109
H (2.7263, -3.7204, -3.9765)  0.157
H (5.0255, -2.7963, -3.2716)  0.179
C (1.7643, 0.4383, 4.7630)  -0.053
C (2.1037, -0.6887, 3.7714)  -0.167
C (1.3712, -0.6638, 2.5111)  -0.084
N (0.7642, -0.8924, 1.5375)  -0.034
H (1.8789, 1.4316, 4.3151)  0.089
H (2.4244, 0.3851, 5.6352)  0.110
H (0.7330, 0.3257, 5.1133)  0.095
H (3.1842, -0.6822, 3.5507)  0.146
H (1.8880, -1.6576, 4.2540)  0.154

Atoms 1-6, force components in eV/Å:
-0.2 1.9 -1.3
1.4 1.7 -1.2
-0.9 1.4 0.2
-0.3 -0.8 -0.5
0.2 0.2 -0.7
-1.5 -0.1 -0.1


Density functional theory data (ωB97M-V/def2-TZVPD) for a structure of composition C20H42NPReSi2.

Its charge is +2. Its multiplicity is 4. The calculation puts the orbital gap (alpha / beta) at 5.98 / 7.44 eV. The HOMO energy (alpha / beta) comes out at -13.4043 / -14.7336 eV. The calculation puts the relative energy (zero: lowest compared OMol25 entry of this formula, charge and spin) at 0.7 kcal per mole.

Each line ends with the Löwdin charge.
CARTESIAN COORDINATES (ANGSTROEM)
C (0.7518, 2.8235, -2.6239)  -0.025
C (-0.5654, 2.3594, -2.5829)  -0.020
C (-0.8611, 1.0664, -2.1325)  -0.249
C (0.1735, 0.2941, -1.5123)  -0.288
C (1.5209, 0.6800, -1.7805)  -0.302
C (1.7925, 1.9573, -2.2835)  -0.022
C (-2.2515, 0.5454, -2.2710)  -0.145
C (-2.4332, -0.8871, -1.7694)  -0.149
N (-1.6201, -1.9168, -2.5443)  -0.196
Re (-0.0449, -0.6564, 0.2794)  0.995
C (2.6194, -0.2627, -1.3931)  -0.254
P (1.8666, -1.6292, -0.3563)  0.758
H (-1.3731, 3.0247, -2.9085)  0.134
H (2.8330, 2.2802, -2.3746)  0.131
H (0.9765, 3.8437, -2.9437)  0.127
H (3.4040, 0.2557, -0.8179)  0.082
H (3.0729, -0.7498, -2.2763)  0.112
H (-2.9421, 1.1653, -1.6741)  0.110
H (-2.6138, 0.6547, -3.3105)  0.137
H (-2.2073, -0.9964, -0.6769)  0.066
C (3.2787, -2.1141, 0.6870)  -0.218
C (1.8069, -2.9806, -1.6151)  -0.216
H (-3.4817, -1.2131, -1.8757)  0.153
C (-1.7502, -1.7681, -4.0398)  0.029
C (-2.0609, -3.2702, -2.0608)  0.010
H (0.7933, -0.7575, 1.8479)  -0.007
H (-2.8007, -1.8684, -4.3291)  0.122
H (-1.3542, -0.7898, -4.3453)  0.110
H (-1.1285, -2.5457, -4.5097)  0.122
H (-3.0626, -3.4589, -2.4679)  0.120
H (-1.3465, -4.0375, -2.3855)  0.110
H (-2.1333, -3.2510, -0.9610)  0.102
H (2.7301, -3.5790, -1.5541)  0.069
H (0.9495, -3.6434, -1.4242)  0.034
H (1.7166, -2.5508, -2.6253)  0.055
H (4.1886, -1.5859, 0.3727)  0.067
H (3.0670, -1.8821, 1.7363)  0.042
H (3.4224, -3.1968, 0.5880)  0.058
H (-0.5871, -1.8565, -2.4985)  0.119
C (-1.8310, 1.3722, 3.6781)  -0.147
Si (-1.7009, 0.6690, 1.9467)  0.425
C (-1.9953, -1.2063, 2.0512)  -0.207
C (-2.9998, 1.5284, 0.9052)  -0.161
C (0.0255, 1.1288, 1.1644)  -0.482
Si (1.4442, 1.4138, 2.4776)  0.428
C (1.5826, 0.3422, 4.0257)  -0.171
C (3.1114, 1.4803, 1.6271)  -0.162
C (1.1782, 3.1749, 3.1179)  -0.170
H (-2.9036, 1.3700, 3.9208)  0.057
H (-1.4893, 2.4108, 3.7516)  0.038
H (-1.3178, 0.7812, 4.4452)  0.038
H (-3.0631, -1.3617, 1.8235)  0.062
H (-1.4298, -1.9685, 1.4396)  0.002
H (-1.8008, -1.4680, 3.1042)  0.066
H (-2.5415, 2.2518, 0.2170)  0.041
H (-3.6200, 0.8272, 0.3315)  0.031
H (-3.6618, 2.0839, 1.5853)  0.055
H (-0.0935, 2.0762, 0.5980)  0.056
H (1.5494, -0.7337, 3.8106)  0.018
H (2.5651, 0.5684, 4.4710)  0.055
H (0.8124, 0.5809, 4.7712)  0.029
H (3.0384, 2.0492, 0.6899)  0.038
H (3.7993, 2.0193, 2.2989)  0.059
H (3.5480, 0.4933, 1.4245)  0.008
H (1.0270, 3.8631, 2.2749)  0.043
H (0.3325, 3.2648, 3.8091)  0.019
H (2.0879, 3.4858, 3.6521)  0.049

Atoms 1-6, force components in eV/Å:
0.1 -0.2 0.2
-0.1 -0.1 -0.1
1.1 0.5 0.3
0.2 0.3 -2.1
-0.5 0.8 0.0
0.2 -0.2 0.0


Density functional theory data (ωB97M-V/def2-TZVPD) for a structure of composition C20H43BrCoS4Si.

Its charge is +3. Its multiplicity is 5. The calculation puts the orbital gap (alpha / beta) at 9.19 / 5.93 eV. The HOMO energy (alpha / beta) comes out at -17.3501 / -17.9729 eV.

Each line ends with the Löwdin charge.
CARTESIAN COORDINATES (ANGSTROEM)
Co (0.0075, 0.0477, -2.3470)  -0.075
C (-1.6922, -1.3276, -4.7730)  -0.450
C (-1.3061, -2.5926, -4.0198)  -0.456
S (0.0011, -2.4020, -2.7695)  0.883
C (1.5532, -2.6282, -3.6825)  -0.465
C (1.9739, -1.4661, -4.5681)  -0.444
S (2.0878, 0.0413, -3.5667)  0.927
C (1.7287, 1.3430, -4.7801)  -0.449
C (1.3440, 2.6311, -4.0602)  -0.452
S (0.0182, 2.4909, -2.8205)  0.891
C (-1.5284, 2.6727, -3.7547)  -0.463
C (-1.9351, 1.4817, -4.6121)  -0.444
S (-2.0640, -0.0106, -3.5839)  0.924
H (-2.5846, -1.5100, -5.3689)  0.109
H (-0.9003, -0.9787, -5.4322)  0.073
H (-0.9879, -3.3667, -4.7182)  0.109
H (-2.1567, -2.9891, -3.4675)  0.093
H (1.4665, -3.5427, -4.2693)  0.107
H (2.2937, -2.8163, -2.9048)  0.093
H (1.2722, -1.2898, -5.3802)  0.080
H (2.9541, -1.6625, -4.9983)  0.108
H (0.9416, 0.9876, -5.4419)  0.073
H (2.6281, 1.5080, -5.3707)  0.109
H (1.0401, 3.3892, -4.7821)  0.109
H (2.1911, 3.0351, -3.5078)  0.094
H (-1.4416, 3.5693, -4.3684)  0.107
H (-2.2774, 2.8803, -2.9904)  0.093
H (-1.2241, 1.2898, -5.4125)  0.079
H (-2.9106, 1.6644, -5.0588)  0.107
C (-2.2931, -1.7198, 2.1170)  -0.059
C (-1.9344, -0.5602, 3.0174)  -0.488
C (-2.7656, 0.6668, 2.7464)  -0.053
C (-1.7839, -0.9096, 4.4792)  -0.031
Si (0.0602, 0.0084, 2.5008)  0.754
Br (-0.0102, 0.0145, 0.1010)  0.604
C (1.3291, -1.3586, 2.9251)  -0.621
C (1.6933, -1.1494, 4.4083)  -0.055
C (0.8270, -2.7864, 2.6974)  -0.075
C (2.5621, -1.1379, 2.0313)  -0.091
C (0.3961, 1.8450, 2.9148)  -0.622
C (-0.3913, 2.8482, 2.0685)  -0.085
C (1.8955, 2.0112, 2.6083)  -0.077
C (0.1306, 2.0643, 4.4148)  -0.055
H (-3.3005, -2.0098, 2.4537)  0.136
H (-1.6609, -2.5936, 2.2277)  0.074
H (-2.3642, -1.4388, 1.0674)  0.068
H (-3.8000, 0.3449, 2.9430)  0.137
H (-2.7268, 0.9985, 1.7070)  0.093
H (-2.5571, 1.4958, 3.4169)  0.084
H (-2.8120, -1.0961, 4.8306)  0.143
H (-1.3921, -0.0987, 5.0965)  0.092
H (-1.2150, -1.8204, 4.6538)  0.087
H (0.8420, -1.2297, 5.0864)  0.079
H (2.1987, -0.2008, 4.5912)  0.079
H (2.3924, -1.9442, 4.6890)  0.117
H (0.0368, -3.0761, 3.3896)  0.079
H (1.6616, -3.4699, 2.8802)  0.111
H (0.4954, -2.9530, 1.6686)  0.085
H (3.0178, -0.1560, 2.1381)  0.065
H (2.3515, -1.3228, 0.9774)  0.054
H (3.3042, -1.8771, 2.3509)  0.115
H (-0.1671, 2.7541, 1.0043)  0.053
H (-0.0819, 3.8520, 2.3769)  0.113
H (-1.4671, 2.7969, 2.2109)  0.067
H (2.1470, 1.7939, 1.5671)  0.080
H (2.5394, 1.4303, 3.2676)  0.078
H (2.1221, 3.0680, 2.7854)  0.118
H (-0.9299, 2.0509, 4.6659)  0.079
H (0.4987, 3.0616, 4.6774)  0.116
H (0.6586, 1.3545, 5.0569)  0.082

Atoms 1-6, force components in eV/Å:
0.0 0.1 -1.1
0.0 0.0 0.1
0.0 0.0 -0.1
0.0 0.1 0.1
0.0 0.0 -0.1
0.0 0.0 0.1